Entry 1:
C3H11N3O | the ωB97M-V functional and the def2-TZVPD basis

Geometry as ORCA input:
```
! wB97M-V def2-TZVPD RIJCOSX def2/J DEFGRID3
* xyz -1 2
C -2.568 -0.092 1.195
C -1.078 -0.302 1.161
N -0.683 0.326 -0.129
C 0.362 0.142 -1.091
N 0.852 -1.189 -1.160
N 0.900 1.100 -1.639
H -2.814 -0.275 0.208
H -2.867 -0.936 1.849
H -2.796 0.982 1.355
H -0.880 -1.440 1.153
H -0.484 0.164 1.958
H -0.903 1.282 -0.155
H 1.773 -1.484 -1.503
H 0.117 -1.838 -1.201
H 0.120 1.685 -1.848
H 4.066 0.219 0.504
H 3.513 0.756 -0.801
O 3.372 0.901 0.145
*
```

Gap between HOMO and LUMO (alpha / beta)   0.0936 / 0.3114 Eh
<S²>   0.750
Energy relative to the best compared isomer or geometry (same formula, charge and spin)   50.9 kcal per mole
E_tot   -360.2967 Eh
HOMO energy (alpha / beta)   1.23 / -4.66 eV

Entry 2:
C3H11N3O | the ωB97M-V functional and the def2-TZVPD basis

Geometry as ORCA input:
```
! wB97M-V def2-TZVPD RIJCOSX def2/J DEFGRID3
* xyz 0 1
C -2.132 0.520 0.791
N -1.120 1.427 1.474
O -1.698 -0.647 1.388
H -1.053 0.285 2.068
H -0.278 1.503 0.887
H -1.440 2.339 1.789
H -2.027 0.552 -0.301
H -3.138 0.848 1.094
C 1.211 -1.888 -0.996
N 0.700 -0.840 -0.147
C 1.804 0.852 -1.237
N 0.945 0.455 -0.370
H -0.155 -0.996 0.398
H 0.785 -2.831 -0.659
H 0.945 -1.734 -2.052
H 2.302 -1.958 -0.932
H 2.394 0.194 -1.870
H 1.955 1.918 -1.326
*
```

Gap between HOMO and LUMO   0.3447 Eh
Energy relative to the best compared isomer or geometry (same formula, charge and spin)   87.6 kcal per mole
E_tot   -360.2978 Eh
HOMO energy   -8.38 eV

Entry 3:
C3H11N3O | the ωB97M-V functional and the def2-TZVPD basis

Geometry as ORCA input:
```
! wB97M-V def2-TZVPD RIJCOSX def2/J DEFGRID3
* xyz 0 1
H -1.507 3.191 -2.537
N -0.763 2.744 -1.973
C -1.221 1.767 -1.242
N -2.497 1.101 -1.589
N -0.456 1.032 -0.353
C -0.304 -0.378 0.044
C -1.582 -1.069 0.439
H -2.400 0.119 -1.600
H -2.790 1.398 -2.525
H 0.430 1.509 -0.263
H 0.302 -0.856 -0.707
H 0.297 -0.667 0.964
H -1.687 -0.973 1.591
H -2.506 -0.570 0.174
H -1.599 -2.026 -0.171
O 6.158 -2.590 3.318
H 5.451 -1.868 3.655
H 6.675 -1.863 2.775
*
```

Gap between HOMO and LUMO   0.3434 Eh
Energy relative to the best compared isomer or geometry (same formula, charge and spin)   62.8 kcal per mole
Structure (SMILES)   [H]/N=C(\N)NCC.O
E_tot   -360.3373 Eh
HOMO energy   -8.75 eV

Entry 4:
C3H11N3O | the ωB97M-V functional and the def2-TZVPD basis

Geometry as ORCA input:
```
! wB97M-V def2-TZVPD RIJCOSX def2/J DEFGRID3
* xyz 0 1
H -1.145 2.265 2.805
N -1.255 2.543 1.834
C -1.481 1.516 1.117
N -1.365 1.541 -0.243
C -2.162 0.663 -1.081
H -1.789 0.535 1.497
H -1.160 2.465 -0.595
H -2.846 1.225 -1.719
H -1.544 0.017 -1.707
H -2.773 0.015 -0.453
N 2.879 -2.151 0.351
C 2.368 -1.060 -0.416
O 1.035 -1.225 -0.934
H 2.431 -2.239 1.257
H 2.735 -3.041 -0.115
H 2.366 -0.151 0.185
H 3.021 -0.908 -1.277
H 0.684 -2.012 -0.506
*
```

Gap between HOMO and LUMO   0.3513 Eh
Energy relative to the best compared isomer or geometry (same formula, charge and spin)   36.1 kcal per mole
Structure (SMILES)   [H]/N=C/NC.NCO
E_tot   -360.3798 Eh
HOMO energy   -8.77 eV

Entry 5:
C3H11N3O | the ωB97M-V functional and the def2-TZVPD basis

Geometry as ORCA input:
```
! wB97M-V def2-TZVPD RIJCOSX def2/J DEFGRID3
* xyz 0 1
C -0.153 -0.092 -0.522
C -0.456 -0.717 2.396
C 0.536 -1.410 -0.683
N 0.903 1.105 -1.978
N 0.405 0.897 0.215
N -0.956 -0.104 1.185
O 0.083 2.279 -2.197
H -0.423 2.043 -2.982
H 1.771 1.515 -1.630
H -0.119 1.759 0.059
H -1.731 0.539 1.317
H -1.046 0.075 -1.117
H -0.271 0.006 3.197
H 0.487 -1.219 2.178
H -1.157 -1.476 2.768
H 0.874 -1.499 -1.716
H -0.150 -2.227 -0.463
H 1.403 -1.473 -0.025
*
```

Gap between HOMO and LUMO (alpha / beta)   0.3208 / 0.2769 Eh
Energy relative to the best compared isomer or geometry (same formula, charge and spin)   181.4 kcal per mole
E_tot   -360.1483 Eh
HOMO energy (alpha / beta)   -7.81 / -6.84 eV

Entry 6:
C3H11N3O | the ωB97M-V functional and the def2-TZVPD basis

Geometry as ORCA input:
```
! wB97M-V def2-TZVPD RIJCOSX def2/J DEFGRID3
* xyz 0 1
H -0.096 -2.053 1.519
N -0.524 -1.346 0.955
C -0.487 -0.233 1.526
N -0.758 1.003 0.967
C -0.412 2.219 1.652
H -0.245 -0.213 2.584
H -0.981 0.943 -0.076
H 0.410 2.687 1.160
H -0.093 2.102 2.675
H -1.279 2.879 1.651
N 0.772 0.540 -1.508
C 1.046 -0.772 -1.864
O 0.072 -1.702 -1.482
H 1.527 1.228 -1.787
H -0.187 0.886 -1.780
H 1.134 -0.859 -2.978
H 2.029 -1.041 -1.448
H -0.110 -1.604 -0.446
*
```

Gap between HOMO and LUMO   0.3447 Eh
Energy relative to the best compared isomer or geometry (same formula, charge and spin)   48.3 kcal per mole
Structure (SMILES)   [H]/N=C/NC.NCO
E_tot   -360.3605 Eh
HOMO energy   -8.53 eV

Entry 7:
C3H11N3O | the ωB97M-V functional and the def2-TZVPD basis

Geometry as ORCA input:
```
! wB97M-V def2-TZVPD RIJCOSX def2/J DEFGRID3
* xyz 2 1
C 1.194 0.564 -0.165
C 2.637 0.050 -0.276
C -0.874 0.217 0.892
N 0.258 -0.176 0.315
N 3.509 1.269 -0.034
N -4.271 1.018 -0.620
O -1.905 0.396 0.392
H 1.052 1.465 -0.619
H 2.856 -0.541 0.630
H 2.848 -0.577 -1.143
H -0.771 0.201 1.926
H 3.163 2.074 0.522
H 3.765 1.818 -0.942
H 4.444 0.959 0.321
H -3.471 1.556 -0.944
H -4.200 1.283 0.385
H -5.076 1.121 -1.170
H -3.666 0.114 -0.886
*
```

Gap between HOMO and LUMO   0.3848 Eh
Energy relative to the best compared isomer or geometry (same formula, charge and spin)   14.4 kcal per mole
E_tot   -359.7347 Eh
HOMO energy   -17.72 eV

Entry 8:
C3H11N3O2 | the ωB97M-V functional and the def2-TZVPD basis

Geometry as ORCA input:
```
! wB97M-V def2-TZVPD RIJCOSX def2/J DEFGRID3
* xyz 0 1
N -1.050 1.982 0.014
N -1.524 0.674 0.275
C -1.361 0.172 1.461
N -1.441 -1.376 1.007
O -1.081 0.490 2.589
H -0.912 2.466 0.902
H -1.778 2.476 -0.496
H -1.286 -0.923 -0.055
H -0.683 -1.903 1.432
H -2.318 -1.789 1.311
C 1.951 -0.425 -0.142
C 1.554 -0.216 -1.602
O 0.160 -0.380 -1.801
H 1.702 -1.441 0.168
H 1.403 0.265 0.502
H 3.025 -0.286 -0.015
H 2.047 -0.953 -2.240
H 1.879 0.780 -1.929
H -0.285 0.388 -1.380
*
```

Gap between HOMO and LUMO   0.3273 Eh
Energy relative to the best compared isomer or geometry (same formula, charge and spin)   74.6 kcal per mole
Structure (SMILES)   N/N=C(/[NH3+])[O-].CCO
E_tot   -435.5715 Eh
HOMO energy   -8.27 eV

Entry 9:
C3H11N3O2 | the ωB97M-V functional and the def2-TZVPD basis

Geometry as ORCA input:
```
! wB97M-V def2-TZVPD RIJCOSX def2/J DEFGRID3
* xyz 0 1
N 0.223 -0.591 -2.234
C 0.398 -1.564 -1.174
N 0.148 -1.002 0.174
C -1.221 -0.896 0.617
C -1.317 0.103 1.782
N -0.878 1.380 1.563
O -1.692 -0.308 2.861
H 0.385 -0.927 -3.176
H 0.839 0.191 -2.068
H 1.472 -1.781 -1.106
H -0.198 -2.465 -1.282
H 0.611 -0.113 0.095
H -1.597 -1.835 1.023
H -1.953 -0.695 -0.192
H -0.635 1.827 2.441
H -0.395 1.536 0.700
O 1.973 2.127 -0.297
H 2.361 2.049 0.588
H 1.477 2.964 -0.318
*
```

Gap between HOMO and LUMO   0.3439 Eh
Energy relative to the best compared isomer or geometry (same formula, charge and spin)   27.1 kcal per mole
Structure (SMILES)   NCNCC(N)=O.O
E_tot   -435.6471 Eh
HOMO energy   -9.06 eV

Entry 10:
C3H11N3O2 | the ωB97M-V functional and the def2-TZVPD basis

Geometry as ORCA input:
```
! wB97M-V def2-TZVPD RIJCOSX def2/J DEFGRID3
* xyz 0 1
N -2.014 -1.141 0.232
C -1.483 0.033 0.933
C -0.356 0.600 0.045
N 0.731 -0.376 0.009
C 1.985 -0.221 0.493
N 2.287 1.094 0.966
O 2.842 -1.072 0.547
H -2.336 -1.871 0.868
H -2.820 -0.917 -0.319
H -1.048 -0.339 1.860
H -2.211 0.813 1.168
H -0.750 0.892 -0.928
H 0.086 1.496 0.473
H 0.300 -1.291 -0.038
H 3.237 1.308 1.157
H 1.662 1.486 1.650
O 0.149 -0.316 -3.354
H 0.540 0.123 -2.571
H -0.800 -0.303 -3.192
*
```

Gap between HOMO and LUMO   0.3736 Eh
Energy relative to the best compared isomer or geometry (same formula, charge and spin)   14.6 kcal per mole
Structure (SMILES)   NCCNC(N)=O.O
E_tot   -435.6671 Eh
HOMO energy   -9.60 eV

Entry 11:
C3H11N3O2 | the ωB97M-V functional and the def2-TZVPD basis

Geometry as ORCA input:
```
! wB97M-V def2-TZVPD RIJCOSX def2/J DEFGRID3
* xyz 0 1
H 0.770 -1.308 -1.145
N 0.706 -1.545 -0.146
C -0.250 -0.847 0.358
C -0.846 -1.108 1.704
O -1.177 -0.122 -0.485
N -1.347 -0.666 -1.808
H -0.047 -1.323 2.415
H -1.507 -1.977 1.649
H -1.407 -0.240 2.050
H -2.359 -0.603 -1.925
H -1.179 -1.672 -1.796
C 0.235 1.959 -0.779
O 0.790 1.147 0.665
N 2.173 0.848 0.514
H -0.273 1.603 -1.672
H -0.273 2.783 -0.289
H 1.235 2.220 -1.119
H 2.570 1.023 1.436
H 2.185 -0.174 0.373
*
```

Gap between HOMO and LUMO   0.3700 Eh
Energy relative to the best compared isomer or geometry (same formula, charge and spin)   159.0 kcal per mole
Structure (SMILES)   [H]/N=C(/C)ON.CON
E_tot   -435.4369 Eh
HOMO energy   -9.14 eV

Entry 12:
C3H11N3O2 | the ωB97M-V functional and the def2-TZVPD basis

Geometry as ORCA input:
```
! wB97M-V def2-TZVPD RIJCOSX def2/J DEFGRID3
* xyz 1 2
O -0.980 -0.960 -1.053
C -0.491 -0.371 -0.118
N -0.619 -0.842 1.174
C -1.048 -2.266 1.436
N 0.077 -3.112 1.290
C 0.181 0.988 -0.279
N 0.498 1.264 -1.694
H -0.100 -0.285 1.857
H -1.546 -2.283 2.413
H -1.739 -2.470 0.599
H 0.845 -2.839 1.904
H 0.415 -3.395 0.376
H 1.132 1.225 0.243
H -0.396 1.827 0.131
H -0.337 0.930 -2.183
H 1.335 0.847 -2.070
H 1.710 3.984 -1.267
H 0.270 3.478 -1.423
O 0.793 4.281 -1.334
*
```

Gap between HOMO and LUMO (alpha / beta)   0.3588 / 0.1529 Eh
<S²>   0.762
Energy relative to the best compared isomer or geometry (same formula, charge and spin)   22.9 kcal per mole
E_tot   -435.3098 Eh
HOMO energy (alpha / beta)   -13.41 / -13.40 eV

Entry 13:
C3H11N3S | the ωB97M-V functional and the def2-TZVPD basis

Geometry as ORCA input:
```
! wB97M-V def2-TZVPD RIJCOSX def2/J DEFGRID3
* xyz 0 1
C 1.052 0.601 -2.825
C -1.082 -0.500 -2.077
C -0.129 0.392 -1.874
N 1.320 -0.629 2.479
N -0.959 -0.907 1.346
N -0.830 0.924 3.001
S 0.068 0.187 1.594
H 0.870 -0.041 -3.664
H 1.354 1.564 -3.101
H 1.889 0.152 -2.246
H 1.113 -1.543 2.800
H -1.656 -0.891 -1.258
H -1.210 -1.032 -3.023
H 0.185 0.818 -0.922
H 1.648 -0.045 3.181
H -1.039 -1.135 0.379
H -1.141 1.907 3.070
H -1.455 0.179 3.139
*
```

Gap between HOMO and LUMO   0.3682 Eh
Energy relative to the best compared isomer or geometry (same formula, charge and spin)   86.9 kcal per mole
E_tot   -683.2270 Eh
HOMO energy   -9.15 eV

Entry 14:
C3H11N3S | the ωB97M-V functional and the def2-TZVPD basis

Geometry as ORCA input:
```
! wB97M-V def2-TZVPD RIJCOSX def2/J DEFGRID3
* xyz 0 1
C -1.307 1.285 -0.261
C -0.551 0.050 -0.703
C -1.224 -1.256 -0.337
S 1.145 0.089 0.002
N 1.639 1.518 -0.169
N 2.161 -1.084 -0.662
N 0.752 -0.289 1.643
H -1.596 1.201 0.782
H -0.670 2.157 -0.388
H -2.203 1.414 -0.864
H -0.351 0.091 -1.775
H -1.381 -1.313 0.737
H -0.605 -2.096 -0.643
H -2.188 -1.337 -0.837
H 2.615 1.578 -0.401
H 1.831 -1.985 -0.345
H 1.584 -0.557 2.150
H 0.349 0.534 2.072
*
```

Gap between HOMO and LUMO   0.3610 Eh
Energy relative to the best compared isomer or geometry (same formula, charge and spin)   70.3 kcal per mole
Structure (SMILES)   CC(C)S(=N)(=N)N
E_tot   -683.2533 Eh
HOMO energy   -8.96 eV

Entry 15:
C3H11N4 | the ωB97M-V functional and the def2-TZVPD basis

Geometry as ORCA input:
```
! wB97M-V def2-TZVPD RIJCOSX def2/J DEFGRID3
* xyz 1 1
C 0.046 1.205 0.924
C -1.508 0.258 -1.280
C 1.314 -1.986 -0.878
N 0.589 0.524 1.868
N -0.284 2.458 1.150
N -0.218 -0.247 -0.939
N 0.035 -1.391 -0.593
H -1.582 0.464 -2.302
H -2.396 -0.315 -1.106
H -1.505 1.211 -0.754
H 1.624 -2.855 -0.100
H 1.323 -2.520 -1.839
H 2.003 -1.220 -0.937
H 0.963 1.037 2.746
H -0.376 2.824 2.064
H -0.601 3.053 0.480
H -0.635 -2.143 -0.306
H 1.208 -0.360 1.804
*
```

Gap between HOMO and LUMO (alpha / beta)   0.3009 / 0.3008 Eh
Energy relative to the best compared isomer or geometry (same formula, charge and spin)   112.8 kcal per mole
E_tot   -339.5399 Eh
HOMO energy (alpha / beta)   -12.43 / -12.43 eV

Entry 16:
C3H11N4 | the ωB97M-V functional and the def2-TZVPD basis

Geometry as ORCA input:
```
! wB97M-V def2-TZVPD RIJCOSX def2/J DEFGRID3
* xyz 1 1
N 2.109 -1.626 0.092
C 0.776 -1.077 -0.134
N 0.255 -0.628 1.272
N 0.813 -0.281 -1.234
H 2.301 -2.150 -0.769
H 2.666 -0.781 -0.023
H 0.557 -1.550 1.606
H 1.117 -0.071 1.367
H 0.676 -0.848 -2.081
H 0.001 0.359 -1.156
C -2.031 0.281 -0.053
C -0.654 2.127 0.246
N -1.464 1.543 -0.529
H -3.050 0.176 -0.415
H -2.026 0.215 1.038
H -1.417 -0.546 -0.384
H -0.070 2.955 -0.154
H -0.557 1.902 1.311
*
```

Gap between HOMO and LUMO   0.2343 Eh
Energy relative to the best compared isomer or geometry (same formula, charge and spin)   134.4 kcal per mole
E_tot   -339.5055 Eh
HOMO energy   -13.66 eV

Entry 17:
C3H11N4 | the ωB97M-V functional and the def2-TZVPD basis

Geometry as ORCA input:
```
! wB97M-V def2-TZVPD RIJCOSX def2/J DEFGRID3
* xyz 1 1
N 1.190 -1.889 -1.012
C 0.774 -0.769 -1.588
N -0.470 -0.529 -1.900
H 0.548 -2.418 -0.437
H 2.161 -1.879 -0.725
H 1.519 -0.033 -1.863
H -0.661 0.274 -2.479
H -1.254 -0.959 -1.433
C 0.943 0.048 1.973
N 0.252 0.796 0.911
C -1.124 0.943 1.096
N -1.801 1.628 0.263
H 2.014 0.220 1.864
H 0.672 0.292 2.997
H 0.803 -1.020 1.782
H 0.676 1.697 0.724
H -1.539 0.537 2.021
H -2.776 1.593 0.545
*
```

Gap between HOMO and LUMO   0.3470 Eh
Energy relative to the best compared isomer or geometry (same formula, charge and spin)   22.6 kcal per mole
E_tot   -339.6836 Eh
HOMO energy   -13.11 eV

Entry 18:
C3H11N4O | the ωB97M-V functional and the def2-TZVPD basis

Geometry as ORCA input:
```
! wB97M-V def2-TZVPD RIJCOSX def2/J DEFGRID3
* xyz -1 1
N 0.414 -3.096 -0.441
C 0.047 -1.682 -0.215
N -0.115 -0.912 -1.294
N -0.155 -1.203 1.024
H 1.052 -3.365 0.295
H 0.938 -3.150 -1.308
H -0.044 -1.488 -2.142
H 0.620 0.672 -1.561
H -0.403 -1.972 1.646
C 0.651 1.794 -0.023
O 0.742 1.641 -1.438
C -0.814 1.876 0.449
N -0.821 1.532 1.890
H 1.160 0.966 0.503
H 1.164 2.746 0.237
H -1.199 2.911 0.316
H -1.401 1.184 -0.165
H -1.734 1.690 2.298
H -0.653 0.511 1.867
*
```

Gap between HOMO and LUMO   0.2801 Eh
Energy relative to the best compared isomer or geometry (same formula, charge and spin)   6.0 kcal per mole
E_tot   -415.1898 Eh
HOMO energy   -3.39 eV

Entry 19:
C3H11NO | the ωB97M-V functional and the def2-TZVPD basis

Geometry as ORCA input:
```
! wB97M-V def2-TZVPD RIJCOSX def2/J DEFGRID3
* xyz 0 1
C 0.000 0.000 0.000
C -1.162 0.285 -0.992
C -1.043 -0.637 -2.200
N -2.197 -0.609 -3.212
H 0.247 -1.055 0.209
H -0.300 0.485 0.944
H 0.904 0.504 -0.382
H -1.094 1.354 -1.273
H -2.096 0.149 -0.414
H -0.045 -0.349 -2.583
H -0.975 -1.679 -1.832
H -2.053 -1.216 -4.026
H -2.440 0.315 -3.586
O -4.215 2.409 -2.909
H -3.562 2.885 -2.347
H -4.750 1.881 -2.274
*
```

Gap between HOMO and LUMO   0.3660 Eh
Energy relative to the best compared isomer or geometry (same formula, charge and spin)   15.5 kcal per mole
Structure (SMILES)   CCCN.O
E_tot   -250.8720 Eh
HOMO energy   -9.06 eV

Entry 20:
C3H11NO | the ωB97M-V functional and the def2-TZVPD basis

Geometry as ORCA input:
```
! wB97M-V def2-TZVPD RIJCOSX def2/J DEFGRID3
* xyz 0 1
C -0.022 -0.761 -2.573
O 0.929 -1.184 -1.650
H -0.925 -1.382 -2.388
H -0.346 0.356 -2.509
H 0.326 -1.037 -3.609
C -1.310 0.147 1.392
N 0.099 -0.087 0.871
C 1.156 0.901 1.275
H -2.100 -0.175 0.620
H -1.544 -0.193 2.381
H -1.497 1.251 1.338
H 0.267 -0.093 -0.293
H 0.552 -1.016 0.987
H 0.758 1.866 1.140
H 2.104 0.703 0.774
H 1.554 0.705 2.244
*
```

Gap between HOMO and LUMO   0.2540 Eh
Energy relative to the best compared isomer or geometry (same formula, charge and spin)   91.7 kcal per mole
E_tot   -250.7504 Eh
HOMO energy   -6.62 eV